82
Properties=species:S:1:pos:R:3:lowdin_spin:R:1 method="wB97M-V/def2-TZVPD" fmax_ha_per_bohr=0.0256 lumo_energy_ev="1.54 / 1.54" gap_ev="5.507 / 5.969" relative_energy_ev=1.597 multiplicity=2 total_charge=-1
Co 1.25 -0.50 0.41 0.919
N 0.20 -1.40 1.92 0.024
C 0.59 -0.76 3.17 0.003
C -0.53 -0.71 4.20 0.002
C -1.59 0.29 3.73 0.000
C -2.95 -0.28 3.37 0.000
N -3.84 0.85 3.04 0.000
C -3.97 1.31 1.79 0.000
N -4.08 2.65 1.60 0.000
N -4.25 0.49 0.77 0.000
C 1.08 0.68 2.89 0.000
O 1.09 1.49 3.81 -0.001
O 1.42 0.93 1.67 -0.015
H -0.75 -1.18 1.63 0.000
H 0.30 -2.41 1.93 0.002
H 1.46 -1.31 3.55 0.000
H -0.10 -0.37 5.14 0.000
H -0.95 -1.71 4.37 0.000
H -1.22 0.82 2.85 0.000
H -1.72 1.06 4.49 0.000
H -3.39 -0.86 4.18 0.000
H -2.88 -0.93 2.50 0.000
H -3.84 1.58 3.74 0.000
H -3.37 3.22 2.05 0.000
H -4.28 2.94 0.66 0.000
H -4.23 -0.50 0.97 0.000
H -3.82 0.71 -0.12 0.001
F 6.75 -1.22 2.15 0.001
C 5.60 -1.81 1.84 0.001
F 5.75 -2.45 0.68 0.000
F 5.32 -2.71 2.79 0.000
S 4.23 -0.57 1.77 0.003
O 3.10 -1.36 1.32 0.012
O 4.20 -0.05 3.10 0.000
N 4.78 0.47 0.74 0.000
S 4.19 0.81 -0.68 0.002
O 2.76 0.65 -0.81 0.015
O 4.77 2.03 -1.15 0.002
C 4.87 -0.47 -1.83 0.000
F 4.36 -1.66 -1.59 0.000
F 4.58 -0.11 -3.08 0.000
F 6.21 -0.53 -1.72 0.000
Br -3.74 -2.90 -0.20 0.000
C -2.28 -3.54 -1.27 0.000
C -2.59 -4.34 -2.36 0.000
C -1.51 -4.82 -3.08 0.000
C -0.23 -4.48 -2.69 0.000
C -0.05 -3.64 -1.60 0.000
N -1.09 -3.18 -0.89 0.000
C 1.35 -3.19 -1.21 0.000
O 2.26 -3.99 -1.45 0.000
O 1.43 -2.03 -0.74 -0.005
H -3.61 -4.57 -2.61 0.000
H -1.68 -5.45 -3.95 0.000
H 0.66 -4.84 -3.20 0.000
C -2.20 -0.02 -3.62 0.002
Si -0.53 0.54 -2.93 0.006
C 0.80 -0.60 -3.62 0.001
C -0.12 2.19 -3.73 0.001
As -0.75 0.53 -0.58 0.013
Si -0.61 2.83 -0.17 0.005
C -0.81 3.22 1.66 0.000
C -2.14 3.66 -0.93 0.003
C 0.95 3.71 -0.72 0.000
H -2.20 0.02 -4.72 0.000
H -3.01 0.61 -3.25 0.000
H -2.41 -1.05 -3.32 0.000
H 0.50 -0.90 -4.63 0.000
H 0.98 -1.49 -3.02 0.000
H 1.74 -0.06 -3.69 0.000
H -0.15 2.05 -4.81 0.000
H 0.90 2.49 -3.47 0.000
H -0.79 3.01 -3.48 0.000
H -1.63 2.63 2.07 0.000
H -1.07 4.28 1.77 0.000
H 0.08 3.01 2.25 0.000
H -3.03 3.25 -0.46 0.000
H -2.25 3.51 -2.01 0.000
H -2.12 4.74 -0.74 0.001
H 1.82 3.19 -0.31 0.000
H 0.95 4.73 -0.32 0.000
H 1.06 3.77 -1.80 0.000

***

14
Properties=species:S:1:pos:R:3:mulliken_charge:R:1 method="wB97M-V/def2-TZVPD" fmax_ha_per_bohr=0.0858 lumo_energy_ev=-1.08 gap_ev=7.738 relative_energy_ev=1.682 total_charge=0
C -0.81 1.34 -0.05 -0.023
C -1.23 0.01 -0.48 -0.612
C 0.45 1.54 0.24 -0.298
C -0.24 -1.18 -0.09 -0.306
C 1.17 -0.68 0.05 0.624
N 1.45 0.59 0.17 -0.684
O 2.00 -1.63 0.31 -0.487
Br -3.62 -0.06 0.20 -0.317
H -1.46 2.25 0.02 0.302
H -1.67 -0.04 -1.50 0.425
H 0.83 2.55 0.42 0.345
H -0.61 -1.68 0.81 0.315
H -0.20 -2.02 -0.84 0.321
H 3.01 -1.46 0.44 0.393

***

16
Properties=species:S:1:pos:R:3:mulliken_charge:R:1 method="wB97M-V/def2-TZVPD" fmax_ha_per_bohr=0.1119 lumo_energy_ev=0.29 gap_ev=9.530 relative_energy_ev=8.576 total_charge=0
C 1.94 0.58 0.11 0.434
C -1.05 -0.28 -0.24 -0.179
C -2.38 -0.79 -0.27 -0.130
C -3.25 0.36 -0.04 0.120
H 3.95 0.11 -1.23 0.307
H 2.76 -1.40 -0.76 0.349
H 0.85 2.47 0.83 0.295
H 1.42 -0.76 1.76 0.272
H -0.79 0.60 -0.87 0.385
H -2.69 -1.57 0.48 0.233
H -2.53 -1.03 -1.30 0.214
N 3.10 -0.19 -0.34 -0.606
N 1.75 1.92 0.17 -0.629
N 1.07 -0.64 0.67 -0.245
N -0.41 -0.73 0.83 -0.434
N -3.74 1.35 0.19 -0.387

***

18
Properties=species:S:1:pos:R:3:mulliken_charge:R:1 method="wB97M-V/def2-TZVPD" fmax_ha_per_bohr=0.0191 lumo_energy_ev=0.89 gap_ev=9.858 relative_energy_ev=3.433 total_charge=0 smiles="C=NN.C=N.CO"
C -0.61 1.21 1.48 -0.325
C 0.74 -1.91 1.41 -0.480
N 1.19 -1.81 0.24 -0.466
O -1.71 1.75 0.80 -0.533
H -1.67 1.43 -0.12 0.329
H 2.14 -1.44 0.18 0.195
H -0.18 -1.12 -1.12 0.276
H 0.34 1.52 1.03 0.208
H -0.65 1.61 2.50 0.319
H -0.27 -2.30 1.52 0.369
H 1.27 -1.66 2.33 0.301
N -0.89 -0.45 -1.43 -0.181
C 0.71 0.98 -2.14 -0.313
N -0.50 0.63 -2.12 -0.409
H -1.75 -0.85 -1.78 0.199
H -0.65 0.11 1.53 0.025
H 1.52 0.40 -1.68 0.212
H 0.96 1.90 -2.64 0.276

***

9
Properties=species:S:1:pos:R:3:mulliken_charge:R:1 method="wB97M-V/def2-TZVPD" fmax_ha_per_bohr=0.0724 lumo_energy_ev=0.48 gap_ev=10.910 relative_energy_ev=0.135 total_charge=0 smiles="O=C=O.C=O.Br"
C -0.28 -2.40 -0.31 0.694
C -1.22 1.04 0.49 -0.062
O -0.34 -2.81 0.77 -0.385
O -0.17 0.83 -0.06 -0.323
O -0.23 -2.02 -1.37 -0.303
Br 3.09 2.27 -0.52 -0.213
H -1.65 2.07 0.65 0.278
H -1.84 0.03 0.72 0.111
H 2.63 0.98 -0.37 0.203

***

60
Properties=species:S:1:pos:R:3:mulliken_charge:R:1 method="wB97M-V/def2-TZVPD" fmax_ha_per_bohr=0.0431 lumo_energy_ev=0.02 gap_ev=7.169 total_charge=0
C 1.14 3.04 1.86 -0.828
C 1.18 2.04 0.84 -0.194
C 0.63 2.62 -0.35 -0.087
H 1.68 1.08 0.90 0.557
C 0.20 3.96 -0.04 -0.782
C 0.51 4.21 1.32 -0.654
H 0.34 5.15 1.86 0.470
H 1.60 2.98 2.85 0.610
H 0.66 2.17 -1.34 0.478
H -0.20 4.67 -0.76 0.389
Sc -1.16 2.48 1.46 0.603
Cl -2.30 1.83 -0.44 -0.393
P 0.32 -1.34 -1.40 0.912
C 0.54 -0.72 -3.08 -0.164
C 1.54 -1.17 -3.96 -0.070
H 2.27 -1.92 -3.64 0.420
C 1.60 -0.64 -5.26 -0.560
H 2.37 -0.98 -5.95 0.389
C 0.69 0.34 -5.67 -0.418
H 0.73 0.74 -6.68 0.355
C -0.27 0.83 -4.77 -0.641
H -0.97 1.61 -5.06 0.396
C -0.34 0.32 -3.48 -0.275
H -1.06 0.72 -2.76 0.249
C 1.83 -2.08 -0.75 0.315
C 3.04 -1.36 -0.89 -0.527
H 3.04 -0.39 -1.40 0.499
C 4.22 -1.86 -0.36 -0.659
H 5.15 -1.30 -0.47 0.373
C 4.21 -3.08 0.34 -0.466
H 5.14 -3.49 0.74 0.355
C 3.00 -3.77 0.54 -0.502
H 2.99 -4.69 1.13 0.374
C 1.81 -3.27 0.01 -0.559
H 0.87 -3.78 0.20 0.364
C -1.09 -2.50 -1.37 -0.012
C -1.42 -3.36 -2.44 -0.388
H -0.84 -3.32 -3.37 0.398
C -2.49 -4.24 -2.29 -0.495
H -2.73 -4.93 -3.10 0.382
C -3.24 -4.26 -1.12 -0.484
H -4.06 -4.97 -1.00 0.354
C -2.97 -3.35 -0.09 -0.362
H -3.57 -3.33 0.82 0.405
C -1.91 -2.46 -0.22 -0.317
H -1.72 -1.71 0.55 0.292
Cl -3.80 1.70 2.56 -0.131
C -2.58 2.28 3.66 0.558
C -2.87 3.39 4.45 -0.542
C -1.85 3.97 5.22 -0.477
C -0.58 3.39 5.25 -0.602
C -0.29 2.24 4.54 -0.366
C -1.30 1.61 3.72 0.386
C -0.98 0.60 2.73 -1.370
H -3.88 3.80 4.44 0.427
H -2.06 4.87 5.79 0.393
H 0.20 3.83 5.88 0.374
H 0.69 1.77 4.59 0.542
H 0.04 0.20 2.74 0.397
H -1.75 -0.14 2.53 0.310

***

20
Properties=species:S:1:pos:R:3:mulliken_charge:R:1 method="wB97M-V/def2-TZVPD" fmax_ha_per_bohr=0.0076 lumo_energy_ev=0.83 gap_ev=8.262 relative_energy_ev=4.227 total_charge=0
C -0.24 -0.99 -1.96 -0.297
C 1.99 -0.50 -0.26 -0.245
C -1.37 0.06 2.20 -1.218
N 0.75 -1.64 -1.49 -0.327
C -1.28 0.38 0.71 1.016
N 1.75 0.76 -0.45 -0.351
C -0.74 1.63 0.32 -1.342
O -1.64 -0.52 -0.09 -0.695
H 0.62 -2.65 -1.42 0.217
H 2.27 1.24 -1.18 0.218
H 0.73 1.21 -0.04 0.250
H -1.12 -1.45 -2.38 0.271
H -0.16 0.09 -2.02 0.291
H 2.90 -0.97 -0.64 0.306
H 1.51 -0.97 0.59 0.251
H -2.42 0.10 2.50 0.340
H -1.02 -0.96 2.37 0.307
H -0.81 0.76 2.82 0.318
H -1.03 1.99 -0.67 0.292
H -0.68 2.41 1.07 0.397

***

39
Properties=species:S:1:pos:R:3:mulliken_charge:R:1 method="wB97M-V/def2-TZVPD" fmax_ha_per_bohr=0.0117 lumo_energy_ev=0.69 gap_ev=9.146 relative_energy_ev=0.279 total_charge=0 smiles="Cc1ccccc1C(=O)NCCSCc1ccccc1"
C 2.17 -1.88 -2.71 -1.720
C 0.75 -1.50 -3.04 1.036
C 0.17 -1.97 -4.21 -0.590
C -1.13 -1.62 -4.56 -0.524
C -1.85 -0.76 -3.75 -0.705
C -1.28 -0.28 -2.58 -0.611
C 0.00 -0.65 -2.22 0.223
C 0.54 -0.08 -0.94 0.247
O 0.60 1.11 -0.72 -0.559
N 0.92 -1.02 -0.03 0.043
H 0.81 -2.00 -0.26 0.293
C 1.35 -0.68 1.30 -0.399
C 0.47 -1.34 2.35 -0.694
H 0.62 -2.42 2.37 0.482
H -0.58 -1.12 2.16 0.278
S 0.87 -0.72 4.02 -0.132
C -0.48 0.50 4.27 -1.194
C -0.62 1.44 3.12 0.487
C -1.70 1.35 2.25 -0.222
C -1.80 2.20 1.17 -0.476
C -0.83 3.14 0.93 -0.498
C 0.26 3.24 1.79 -0.452
C 0.36 2.40 2.87 -0.384
H 1.21 2.46 3.54 0.369
H 1.02 3.98 1.60 0.385
H -0.90 3.80 0.07 0.386
H -2.65 2.11 0.50 0.425
H -2.47 0.61 2.44 0.371
H -0.20 1.02 5.18 0.425
H -1.40 -0.06 4.44 0.395
H 1.29 0.41 1.38 0.114
H 2.39 -0.99 1.45 0.315
H -1.83 0.40 -1.94 0.542
H -2.86 -0.47 -4.02 0.409
H -1.56 -2.00 -5.47 0.390
H 0.74 -2.62 -4.85 0.409
H 2.64 -1.14 -2.07 0.348
H 2.75 -1.97 -3.62 0.478
H 2.19 -2.85 -2.20 0.310

***

46
Properties=species:S:1:pos:R:3:lowdin_spin:R:1 method="wB97M-V/def2-TZVPD" fmax_ha_per_bohr=0.0466 lumo_energy_ev="-2.21 / -8.50" gap_ev="10.654 / 4.263" multiplicity=2 total_charge=+1
Li 0.90 -0.29 0.80 -0.002
Cl 2.25 -1.12 2.46 0.933
C -1.74 3.45 0.31 0.000
C -1.07 2.07 -0.03 0.000
N -0.45 1.34 1.14 0.001
C 0.69 2.07 1.73 0.005
C 1.91 2.15 0.76 -0.001
C -1.36 1.10 2.29 0.001
C -2.64 0.38 1.86 0.000
H -2.60 3.36 0.97 0.000
H -2.06 3.91 -0.63 0.000
H -1.04 4.14 0.77 0.000
H -1.83 1.46 -0.51 0.000
H -0.31 2.10 -0.81 0.000
H 0.97 1.51 2.63 0.006
H 0.46 3.11 1.97 0.000
H 2.25 1.22 0.31 -0.001
H 2.72 2.33 1.47 0.000
H 1.91 2.97 0.04 0.000
H -0.88 0.46 3.02 0.001
H -1.64 1.97 2.88 0.000
H -3.43 1.09 1.62 0.000
H -2.59 -0.23 0.96 0.000
H -3.03 -0.25 2.66 0.000
C -0.69 -2.58 0.54 0.000
C 0.47 -2.70 -0.41 0.002
N 0.73 -1.39 -1.01 0.023
C 1.88 -1.36 -1.95 0.003
C 3.24 -1.79 -1.33 0.009
C -0.42 -0.81 -1.72 0.002
C -1.00 -1.66 -2.82 0.002
H -1.63 -2.53 -0.01 0.000
H -0.59 -1.71 1.18 0.000
H -0.71 -3.47 1.17 0.000
H 1.38 -2.99 0.10 0.003
H 0.28 -3.47 -1.16 0.000
H 1.73 -2.04 -2.79 0.002
H 2.01 -0.34 -2.32 0.000
H 3.32 -2.87 -1.20 0.000
H 4.07 -1.44 -1.94 0.000
H 3.40 -1.25 -0.40 0.008
H -0.11 0.17 -2.09 0.000
H -1.26 -0.56 -1.06 0.000
H -1.56 -2.54 -2.50 0.000
H -0.25 -1.95 -3.55 0.000
H -1.71 -1.04 -3.37 0.000

***

15
Properties=species:S:1:pos:R:3:mulliken_charge:R:1 method="wB97M-V/def2-TZVPD" fmax_ha_per_bohr=0.0919 lumo_energy_ev=0.57 gap_ev=11.667 relative_energy_ev=0.240 total_charge=0 smiles="CC(C)(C)B=O"
B -1.20 -1.12 1.40 0.179
C -0.35 -0.22 0.36 1.722
C -1.28 0.26 -0.63 -1.736
C 0.55 -1.33 -0.23 -1.406
C 0.42 0.81 1.08 -1.741
O -1.70 -2.03 2.01 -0.507
H -0.87 0.97 -1.36 0.411
H -2.18 0.83 -0.21 0.329
H -1.63 -0.46 -1.37 0.405
H 1.41 -1.50 0.53 0.323
H 0.83 -1.00 -1.23 0.379
H -0.02 -2.31 -0.19 0.369
H 0.95 0.38 1.88 0.427
H 1.08 1.41 0.44 0.374
H -0.08 1.63 1.50 0.473

***

34
Properties=species:S:1:pos:R:3:mulliken_charge:R:1 method="wB97M-V/def2-TZVPD" fmax_ha_per_bohr=0.1194 lumo_energy_ev=4.27 gap_ev=2.799 relative_energy_ev=2.219 total_charge=-2
C -0.68 0.94 -2.35 0.630
C -0.86 -0.46 -2.60 0.479
C 0.42 -1.08 -2.55 0.807
C -2.14 -1.14 -2.84 -1.350
C 1.40 -0.07 -2.34 -0.131
C 0.72 1.19 -2.22 0.325
C 1.35 2.49 -1.98 -1.145
C -1.78 1.90 -2.26 -1.682
C 0.67 -2.52 -2.72 -1.567
C 2.85 -0.29 -2.25 -1.615
Zr -1.10 -1.31 1.73 1.748
Cl -1.54 -3.30 1.14 -0.487
Cl -2.79 0.12 1.26 -0.421
Cl 0.88 -0.39 0.92 -0.341
H -2.89 -0.42 -3.20 0.435
H -2.54 -1.61 -1.94 0.067
H -2.02 -1.92 -3.60 0.361
H -0.04 -3.12 -2.13 0.244
H 1.68 -2.78 -2.40 0.395
H 0.56 -2.82 -3.77 0.235
H 3.07 -1.18 -1.65 0.320
H 3.34 0.57 -1.79 0.418
H 3.30 -0.45 -3.25 0.174
H 2.40 2.33 -1.68 0.259
H 0.83 3.06 -1.05 0.309
H 1.39 3.08 -2.93 0.141
H -2.63 1.46 -1.73 0.275
H -2.13 2.20 -3.27 0.216
H -1.46 2.81 -1.72 0.428
O 0.68 3.16 0.25 -0.832
H 0.55 2.28 0.77 0.051
O -0.19 -0.60 5.94 -0.565
C -0.51 -0.92 4.84 0.528
N -0.80 -1.20 3.72 -0.706

***

92
Properties=species:S:1:pos:R:3:lowdin_spin:R:1 method="wB97M-V/def2-TZVPD" fmax_ha_per_bohr=0.0382 lumo_energy_ev="-4.95 / -8.26" gap_ev="8.916 / 5.624" relative_energy_ev=0.000 multiplicity=2 total_charge=+2
Al 0.03 -2.32 0.01 0.006
C 0.74 -5.61 0.96 0.000
C 1.28 -4.40 1.68 0.000
C 2.26 -4.41 2.66 0.000
C 2.43 -3.07 3.01 0.000
N 1.56 -2.34 2.30 0.000
N 0.86 -3.16 1.47 0.000
B 1.37 -0.77 2.17 0.001
N 2.03 -0.46 0.80 0.001
C 3.07 0.30 0.37 0.000
C 3.28 0.08 -0.99 0.000
C 2.29 -0.84 -1.37 0.001
C 2.06 -1.55 -2.70 0.000
N 1.56 -1.18 -0.29 0.004
N -0.16 -0.47 2.02 0.000
C -0.93 0.26 2.80 0.000
C -2.23 0.19 2.30 0.000
C -2.19 -0.63 1.16 0.004
C -3.25 -1.00 0.20 0.001
N -0.94 -1.07 1.03 0.009
N 1.97 -0.02 3.30 0.000
C 1.79 -0.29 4.62 0.000
C 2.26 0.81 5.32 0.000
C 2.67 1.73 4.33 0.000
C 3.16 3.13 4.46 0.000
N 2.47 1.22 3.13 0.000
H -0.37 -5.61 0.98 0.000
H 1.11 -6.54 1.44 0.000
H 1.08 -5.52 -0.06 0.000
H 2.75 -5.30 3.10 0.000
H 3.07 -2.53 3.71 0.000
H 3.53 1.01 1.04 0.000
H 4.02 0.58 -1.61 0.000
H 2.57 -1.00 -3.48 0.000
H 1.00 -1.60 -2.96 0.000
H 2.40 -2.60 -2.66 0.000
H -0.55 0.73 3.66 0.000
H -3.12 0.73 2.62 0.000
H -3.09 -0.45 -0.74 0.001
H -4.27 -0.85 0.54 0.000
H -3.20 -2.09 -0.04 0.000
H 1.42 -1.22 4.95 0.000
H 2.31 0.87 6.41 0.000
H 2.53 3.82 3.91 0.000
H 4.17 3.24 4.13 0.000
H 3.21 3.36 5.51 0.000
C -0.19 -4.47 -3.74 0.000
Si -1.45 -3.81 -2.58 0.000
C -2.39 -5.22 -1.89 0.000
C -2.53 -2.48 -3.27 0.000
O -0.63 -3.11 -1.27 0.000
H -0.62 -4.71 -4.69 0.000
H 0.23 -5.38 -3.34 0.000
H 0.62 -3.77 -3.89 0.000
H -2.77 -5.81 -2.71 0.000
H -3.25 -5.00 -1.27 0.000
H -1.72 -5.83 -1.28 0.000
H -3.08 -2.82 -4.13 0.000
H -1.95 -1.61 -3.51 0.000
H -3.25 -2.24 -2.51 0.000
C 3.20 2.83 -3.86 0.049
C 3.24 3.19 -2.52 -0.003
C 2.08 3.08 -1.71 0.046
C 0.88 2.63 -2.28 0.079
C 0.85 2.36 -3.67 0.033
C 1.99 2.44 -4.42 -0.002
As -0.57 2.22 -1.09 0.455
C -2.36 2.64 -1.59 0.058
C -3.05 2.32 -2.76 0.033
C -4.37 2.74 -2.86 -0.001
C -5.02 3.36 -1.80 0.032
C -4.32 3.63 -0.62 0.007
C -2.96 3.30 -0.53 0.020
C -2.08 3.64 0.61 0.029
C -2.45 4.41 1.71 0.003
C -1.54 4.63 2.75 0.037
C -0.24 4.10 2.66 -0.004
C 0.17 3.34 1.57 0.033
C -0.74 3.14 0.55 0.057
H 4.10 2.86 -4.46 0.003
H 4.13 3.53 -2.04 -0.001
H 2.11 3.38 -0.68 0.002
H -0.05 1.95 -4.13 0.001
H 1.94 2.25 -5.47 -0.001
H -2.60 1.71 -3.54 0.001
H -4.89 2.50 -3.77 -0.001
H -6.02 3.70 -1.92 0.002
H -4.77 4.21 0.19 0.000
H -3.47 4.82 1.85 0.000
H -1.80 5.16 3.66 0.002
H 0.44 4.18 3.48 -0.001
H 1.13 2.86 1.52 0.002

***

| no. | E (eV) |
| --- | --- |
| 1 | -268873.2314 |
| 2 | -78860.2188 |
| 3 | -11704.9013 |
| 4 | -9804.5679 |
| 5 | -78307.1282 |
| 6 | -86567.6179 |
| 7 | -10404.1966 |
| 8 | -32310.9980 |
| 9 | -28631.9147 |
| 10 | -7018.2599 |
| 11 | -56101.3877 |
| 12 | -129004.0580 |